[1]
{"formula": "C3H4AgO3", "method": "ωB97M-V/def2-TZVPD", "total_charge": 2, "lumo_ev": [-9.735, -12.492], "s_squared": 0.7553, "e_above_lowest_kj_mol": 120.2, "homo_ev": [-21.54, -21.45], "spin_multiplicity": 2, "e_tot_ev": -13293.6552, "elements": ["H", "O", "C", "O", "Ag", "O", "C", "H", "H", "C", "H"], "xyz": [[2.69382, -0.27552, 2.09104], [1.67402, 0.10047, 0.21947], [0.46145, -0.02105, -0.43684], [-0.60176, -0.12385, 0.10313], [-3.30615, -0.45928, -0.21355], [0.63207, -0.04593, -1.70051], [1.73059, 0.15733, 1.72740], [0.74796, 0.04191, 2.18741], [1.31457, 2.17429, 0.95500], [2.07622, 1.39816, 1.05337], [3.11011, 1.61970, 0.79257]]}

[2]
{"formula": "C4H6O2", "method": "ωB97M-V/def2-TZVPD", "lumo_ev": [-2.569, -2.569], "e_above_lowest_kj_mol": 513.6, "homo_ev": [-9.26, -9.26], "e_tot_ev": -8335.1379, "elements": ["O", "C", "C", "C", "C", "O", "H", "H", "H", "H", "H", "H"], "xyz": [[-1.68787, 1.04635, -1.86255], [-1.83855, 0.72604, -0.70140], [-0.73499, 0.14341, 0.09760], [0.62222, 0.17082, -0.38423], [1.32631, -0.80102, 0.72476], [0.78721, -0.29571, 1.82422], [-2.81939, 0.81869, -0.19893], [-0.98809, -0.45255, 0.96599], [1.14945, 1.07936, -0.08063], [0.70300, 0.06956, -1.47559], [2.41225, -0.65353, 0.60232], [1.06845, -1.85144, 0.48845]]}

[3]
{"formula": "C9H16INNiO", "method": "ωB97M-V/def2-TZVPD", "lumo_ev": [0.355, -1.403], "s_squared": 2.0143, "e_above_lowest_kj_mol": 140.1, "homo_ev": [-6.46, -8.51], "spin_multiplicity": 3, "e_tot_ev": -62267.3057, "elements": ["C", "C", "H", "H", "H", "H", "H", "H", "Ni", "C", "H", "H", "H", "I", "O", "C", "C", "C", "C", "C", "C", "N", "H", "H", "H", "H", "H", "H", "H"], "xyz": [[-0.11452, -1.64501, -3.16284], [0.82519, 1.76753, -2.56254], [-0.24269, -2.65387, -2.80637], [0.97066, -1.48045, -3.27413], [-0.51817, -1.61062, -4.19513], [1.21769, 2.41202, -1.80587], [1.66415, 1.13815, -3.01869], [0.33820, 2.31230, -3.39998], [-0.11307, 0.19483, -2.48468], [-1.24178, 1.44544, -1.14219], [-0.47801, 2.07176, -0.65876], [-1.85532, 1.09516, -0.29624], [-1.90305, 2.06484, -1.77099], [-2.00184, -0.98741, -1.74862], [-1.98320, 0.93735, 2.42219], [-1.74661, -0.43315, 2.08197], [-0.26465, -0.53932, 1.94136], [0.45338, -0.84217, 3.11129], [1.83875, -0.83625, 3.04852], [2.44423, -0.50597, 1.83248], [1.63700, -0.25011, 0.71319], [0.30179, -0.25529, 0.78503], [-2.82477, 0.96331, 2.92254], [-2.05436, -1.07254, 2.91600], [-2.23514, -0.70546, 1.14040], [-0.13584, -1.04006, 4.00374], [2.41701, -1.07073, 3.93986], [3.52401, -0.44170, 1.73092], [2.08099, -0.03263, -0.26245]]}

[4]
{"formula": "C4H10N2O2", "method": "ωB97M-V/def2-TZVPD", "lumo_ev": 0.835, "e_above_lowest_kj_mol": 189.8, "homo_ev": -9.63, "smiles": "C[C@@H]1O[C@H](N)[C@@]1(N)O", "e_tot_ev": -11384.9356, "elements": ["C", "C", "O", "H", "H", "H", "H", "C", "N", "N", "C", "O", "H", "H", "H", "H", "H", "H"], "xyz": [[1.96416, 0.77067, 0.32321], [0.93000, 0.31897, -0.68620], [-0.08950, 1.29361, -0.94082], [1.40063, 0.00661, -1.62497], [1.48575, 0.98659, 1.27422], [2.44826, 1.67049, -0.04611], [2.70927, -0.00779, 0.46081], [-0.13127, -0.70574, -0.23158], [-0.14040, -0.96488, 1.17816], [-2.09304, 0.76500, 0.34211], [-1.15922, 0.37021, -0.65297], [-0.11281, -1.86801, -1.02583], [-0.94644, -2.34254, -0.91993], [-1.01148, -1.40650, 1.45240], [0.63084, -1.57472, 1.42425], [-1.59985, 0.97657, 1.20398], [-2.58943, 1.59741, 0.04542], [-1.69545, 0.11404, -1.57615]]}

[5]
{"formula": "C18H16MoN7O3S2", "method": "ωB97M-V/def2-TZVPD", "total_charge": 3, "lumo_ev": [-12.511, -12.512], "e_above_lowest_kj_mol": 42.4, "homo_ev": [-16.58, -16.58], "e_tot_ev": -58995.9958, "elements": ["Mo", "N", "C", "S", "N", "N", "C", "C", "C", "C", "C", "C", "C", "O", "H", "H", "H", "H", "H", "H", "H", "N", "C", "C", "C", "C", "C", "C", "S", "O", "O", "N", "C", "N", "C", "C", "C", "N", "H", "H", "H", "H", "H", "H", "H", "H", "H"], "xyz": [[-0.71213, -1.53216, 0.13020], [-1.54326, -5.44668, 2.11833], [-1.33380, -4.18640, 1.79886], [-1.33450, -3.74155, 0.04561], [-1.09980, -3.26089, 2.66025], [-0.95811, -1.99339, 2.20991], [-1.04299, -1.11807, 3.20595], [-0.96750, 0.29046, 3.12204], [-1.06524, 1.09834, 4.26463], [-1.02869, 2.47326, 4.14018], [-0.90415, 3.06710, 2.88209], [-0.77934, 2.29457, 1.73434], [-0.81569, 0.92044, 1.86265], [-0.69802, 0.08260, 0.81658], [-1.75595, -6.15205, 1.43055], [-1.53050, -5.72202, 3.09158], [-1.22424, -1.55542, 4.18370], [-1.17755, 0.63870, 5.23912], [-1.10621, 3.09645, 5.02088], [-0.91513, 4.14523, 2.79212], [-0.66524, 2.73997, 0.75477], [0.51829, 4.62930, -3.37533], [0.16034, 3.35961, -3.17142], [0.91987, 2.29821, -3.72753], [0.55655, 0.99564, -3.52633], [-0.57013, 0.72166, -2.73478], [-1.35410, 1.74216, -2.17862], [-0.99176, 3.04433, -2.40436], [-1.05951, -0.92798, -2.55660], [-1.45149, -1.67195, -3.67556], [-1.98594, -0.99811, -1.32673], [0.12615, -1.69291, -1.63444], [1.45282, -1.65017, -1.28445], [2.48566, -1.46532, -2.04643], [3.67767, -1.57862, -1.45031], [3.80746, -1.87007, -0.09124], [2.65905, -1.97121, 0.66424], [1.46420, -1.84518, 0.06338], [1.29590, 4.85837, -3.97185], [-0.05033, 5.39452, -3.05610], [1.77253, 2.52432, -4.35466], [1.11186, 0.18988, -3.99115], [-2.26122, 1.50471, -1.63769], [-1.62155, 3.84821, -2.04296], [4.53950, -1.42870, -2.08990], [4.77844, -1.99677, 0.36565], [2.67777, -2.15237, 1.73083]]}

[6]
{"formula": "C37H50O4P2S4Sb2Ti", "method": "ωB97M-V/def2-TZVPD", "total_charge": 1, "lumo_ev": [-3.570, -3.186], "s_squared": 0.7574, "e_above_lowest_kj_mol": 98.9, "homo_ev": [-10.45, -10.45], "spin_multiplicity": 2, "e_tot_ev": -145479.7963, "elements": ["Ti", "C", "C", "O", "P", "S", "S", "O", "C", "C", "H", "H", "H", "H", "H", "H", "H", "H", "H", "H", "C", "C", "C", "Sb", "C", "C", "C", "C", "C", "C", "C", "C", "C", "C", "C", "C", "Sb", "C", "C", "C", "C", "C", "C", "C", "C", "C", "C", "C", "C", "H", "H", "H", "H", "H", "H", "H", "H", "H", "H", "H", "H", "H", "H", "H", "H", "H", "H", "H", "H", "H", "H", "H", "H", "H", "H", "C", "C", "C", "O", "P", "S", "S", "O", "C", "C", "C", "H", "H", "H", "H", "H", "H", "H", "H", "H", "H", "H", "H", "H", "H"], "xyz": [[-0.47584, -1.48472, 0.72957], [3.98409, -5.52176, 0.71915], [3.50577, -4.48023, 1.69357], [3.56102, -3.16500, 1.05931], [2.27342, -2.34902, 0.68700], [1.47774, -1.32966, 2.20530], [0.82417, -3.46157, -0.10693], [2.78967, -1.30991, -0.37672], [3.39771, -1.73646, -1.62809], [3.08120, -0.69580, -2.67086], [3.98466, -6.49821, 1.20417], [4.99757, -5.30561, 0.38445], [3.32900, -5.57220, -0.15075], [4.14465, -4.39929, 2.57013], [2.48282, -4.66790, 2.02562], [2.99309, -2.71310, -1.90446], [4.46710, -1.84102, -1.44398], [2.00139, -0.57984, -2.77684], [3.49142, -1.00142, -3.63356], [3.50637, 0.27329, -2.41070], [-1.31191, 2.28744, 2.29469], [-0.11199, 1.86122, 3.13545], [1.25183, 2.28249, 2.59917], [1.71007, 1.90367, 0.52386], [3.81627, 2.08588, 0.82410], [4.75332, 1.21815, 0.27695], [6.11366, 1.42086, 0.48360], [6.54893, 2.49389, 1.24251], [5.62266, 3.37047, 1.79140], [4.26727, 3.16927, 1.58019], [1.49652, 3.91271, -0.18396], [2.04050, 4.18962, -1.43693], [1.97863, 5.46633, -1.97463], [1.36442, 6.48988, -1.26607], [0.81876, 6.22751, -0.01883], [0.88627, 4.94709, 0.51744], [-1.77489, 1.06791, 0.59012], [-3.86248, 1.34265, 0.74170], [-4.33752, 2.65088, 0.83912], [-5.69564, 2.89288, 0.97605], [-6.59173, 1.83265, 1.02682], [-6.12304, 0.53139, 0.94978], [-4.76212, 0.29053, 0.80867], [-1.39451, 2.22788, -1.13699], [-0.87661, 1.56528, -2.24736], [-0.62905, 2.24211, -3.43281], [-0.89372, 3.60127, -3.51415], [-1.39734, 4.27552, -2.41205], [-1.64528, 3.59366, -1.22980], [-1.21900, 3.32220, 1.95646], [-2.24192, 2.20410, 2.85938], [-0.14630, 0.77851, 3.29651], [-0.22924, 2.30129, 4.13063], [2.04908, 1.78822, 3.15601], [1.39216, 3.35611, 2.73872], [4.43333, 0.36846, -0.30793], [6.83132, 0.73562, 0.05081], [7.60666, 2.65333, 1.40485], [5.95422, 4.21664, 2.37888], [3.56510, 3.88186, 1.99677], [2.52843, 3.40719, -2.00980], [2.41302, 5.66361, -2.94645], [1.31990, 7.48822, -1.68059], [0.34567, 7.02231, 0.54419], [0.45533, 4.77670, 1.49695], [-3.66470, 3.49894, 0.81891], [-6.05462, 3.91093, 1.04824], [-7.65070, 2.02390, 1.13628], [-6.80693, -0.30554, 1.00640], [-4.42688, -0.73548, 0.77150], [-0.64847, 0.50320, -2.19597], [-0.22848, 1.71052, -4.28631], [-0.69784, 4.13682, -4.43356], [-1.58456, 5.33922, -2.46733], [-2.01309, 4.15613, -0.38161], [-1.03062, -6.54997, 1.15638], [-2.37169, -5.85341, 1.22503], [-3.31974, -6.30845, 0.14042], [-2.04651, -4.42317, 1.14320], [-2.90945, -3.11531, 1.13200], [-4.78358, -3.34793, 0.98577], [-2.01362, -1.88879, 2.50752], [-2.21117, -2.29683, -0.17203], [-2.67147, -2.61726, -1.56162], [-1.46959, -2.72325, -2.46456], [-3.64552, -1.54284, -1.97985], [-1.17789, -7.62639, 1.24382], [-0.37696, -6.21721, 1.96113], [-0.54082, -6.34936, 0.20244], [-2.81142, -5.99084, 2.21450], [-2.98275, -5.96470, -0.84075], [-4.34027, -5.97268, 0.29392], [-3.30908, -7.39874, 0.12837], [-3.17364, -3.58244, -1.47534], [-0.84047, -1.82886, -2.41172], [-1.82336, -2.80745, -3.49281], [-0.84958, -3.58735, -2.23993], [-3.19908, -0.54922, -1.88029], [-4.55803, -1.57808, -1.39084], [-3.90343, -1.68422, -3.03017]]}

[7]
{"formula": "C29H78F2IN13O10P5S", "method": "ωB97M-V/def2-TZVPD", "total_charge": 1, "lumo_ev": -4.718, "homo_ev": -9.37, "e_tot_ev": -141990.1106, "elements": ["O", "C", "I", "C", "S", "C", "P", "O", "O", "O", "N", "C", "O", "F", "C", "O", "F", "H", "H", "H", "H", "H", "H", "O", "P", "N", "C", "C", "N", "C", "C", "N", "C", "C", "H", "H", "H", "H", "H", "H", "H", "H", "H", "H", "H", "H", "H", "H", "H", "H", "H", "H", "O", "P", "N", "C", "C", "N", "C", "C", "N", "C", "C", "H", "H", "H", "H", "H", "H", "H", "H", "H", "H", "H", "H", "H", "H", "H", "H", "H", "H", "O", "P", "N", "C", "C", "N", "C", "C", "N", "C", "C", "H", "H", "H", "H", "H", "H", "H", "H", "H", "H", "H", "H", "H", "H", "H", "H", "H", "H", "O", "P", "N", "C", "C", "N", "C", "C", "N", "C", "C", "H", "H", "H", "H", "H", "H", "H", "H", "H", "H", "H", "H", "H", "H", "H", "H", "H", "H"], "xyz": [[2.50549, -8.97717, 0.63146], [3.67878, -8.85092, 0.69251], [4.95548, -10.34750, -0.16885], [4.37024, -7.65289, 1.35755], [4.58259, -6.34548, 0.10023], [6.35118, -6.25742, -0.15474], [6.75727, -4.52786, -0.59773], [5.93082, -4.18087, -1.75073], [6.39084, -3.70635, 0.69725], [8.30818, -4.34597, -0.79347], [3.78779, -6.91211, -1.31729], [4.47289, -6.63593, -2.55463], [4.02865, -5.89818, -3.34829], [5.58010, -7.32731, -2.75006], [2.45643, -6.27408, -1.36561], [1.48180, -6.86637, -1.56067], [2.51068, -4.97264, -1.14571], [3.73375, -7.28897, 2.16094], [5.35310, -7.97239, 1.69156], [6.80402, -6.46406, 0.82020], [6.76637, -6.98915, -0.84532], [6.87059, -2.85986, 0.69724], [8.71034, -5.01661, -1.36496], [-3.99391, -5.94060, -4.18675], [-3.19901, -4.67658, -4.17767], [-2.70370, -4.60691, -5.82363], [-1.52608, -3.95208, -6.35511], [-3.79230, -4.62657, -6.79994], [-1.90017, -5.19382, -3.16798], [-0.50628, -5.03398, -3.51537], [-2.09590, -6.42811, -2.41751], [-2.82798, -3.01885, -3.81086], [-2.90227, -2.68957, -2.36291], [-3.76617, -2.06183, -4.45875], [-1.57737, -2.85202, -6.34051], [-1.38307, -4.25128, -7.39453], [-0.61621, -4.25421, -5.84632], [-4.30214, -3.65704, -6.88628], [-4.53993, -5.37093, -6.52945], [-3.41894, -4.89814, -7.78750], [-0.19143, -5.73424, -4.30182], [0.12731, -5.20815, -2.64513], [-0.28516, -4.01081, -3.82380], [-1.94740, -7.31842, -3.04054], [-3.09322, -6.47269, -1.99035], [-1.38956, -6.46956, -1.58378], [-3.88768, -2.90675, -1.94181], [-2.69149, -1.62986, -2.21877], [-2.15885, -3.23639, -1.79194], [-4.80639, -2.28269, -4.20729], [-3.67182, -2.06523, -5.54477], [-3.54568, -1.04134, -4.14936], [1.85696, 2.26580, -2.39809], [1.07381, 1.56480, -3.48723], [2.31913, 0.47177, -3.99465], [2.54808, -0.03956, -5.33202], [2.75399, -0.48216, -2.98120], [1.05827, 2.94540, -4.53265], [1.54867, 2.93675, -5.89641], [1.32350, 4.24414, -3.92694], [-0.16810, 0.86109, -4.49165], [-1.41909, 1.66140, -4.55722], [-0.58703, -0.47802, -4.00770], [1.79511, -0.76702, -5.67143], [3.51687, -0.54159, -5.36589], [2.61241, 0.74903, -6.07229], [2.04438, -1.31409, -2.84600], [2.87518, 0.01020, -2.01560], [3.72346, -0.90949, -3.24226], [2.64516, 2.90589, -5.94015], [1.22044, 3.83925, -6.41873], [1.13323, 2.10776, -6.46875], [2.39434, 4.40872, -3.75398], [0.80407, 4.34795, -2.97973], [0.95451, 5.03856, -4.58013], [-1.85077, 1.83192, -3.56666], [-2.15349, 1.13563, -5.16946], [-1.25242, 2.62352, -5.02779], [-0.90206, -0.44734, -2.96112], [0.21470, -1.21112, -4.09935], [-1.40770, -0.86873, -4.60354], [-0.96590, 7.96480, 0.58698], [-0.08372, 6.84942, 1.04815], [-1.17890, 6.01090, 2.08494], [-0.83710, 5.17345, 3.21193], [-2.42581, 5.58457, 1.45861], [1.04987, 7.76799, 1.95589], [1.42772, 7.46255, 3.32029], [1.04707, 9.21182, 1.74800], [1.05308, 5.54278, 0.90821], [2.32541, 5.92752, 0.24399], [0.52531, 4.40877, 0.10921], [-0.38274, 4.21014, 2.92791], [-1.73451, 4.94603, 3.79161], [-0.17373, 5.66672, 3.91602], [-2.30130, 4.69150, 0.82781], [-2.83373, 6.37742, 0.83283], [-3.17994, 5.35888, 2.21428], [0.63447, 7.71515, 4.03623], [2.31957, 8.03047, 3.59876], [1.70711, 6.41464, 3.43458], [0.23290, 9.70537, 2.29145], [0.95204, 9.45583, 0.69409], [1.99509, 9.63505, 2.08911], [2.15987, 6.33330, -0.75811], [2.96872, 5.05116, 0.15898], [2.87149, 6.66274, 0.82520], [0.19066, 4.73841, -0.87703], [-0.31081, 3.91733, 0.60742], [1.28130, 3.63776, -0.02803], [-1.31335, 1.65176, 9.10719], [-2.13608, 1.55466, 7.86199], [-3.01602, 3.02835, 7.95677], [-4.31319, 3.30706, 7.37427], [-2.19869, 4.23586, 8.05059], [-3.11571, 0.21141, 8.30195], [-4.56187, 0.20190, 8.20612], [-2.68521, -0.57028, 9.45525], [-2.46153, 1.26220, 6.17760], [-2.05338, -0.08388, 5.70768], [-1.75768, 2.22275, 5.29324], [-4.30320, 3.39980, 6.27782], [-4.69414, 4.24885, 7.77219], [-5.05709, 2.56421, 7.64377], [-1.76299, 4.53052, 7.08476], [-1.37910, 4.09351, 8.75388], [-2.79041, 5.07360, 8.42028], [-5.03206, 0.81417, 8.98598], [-4.93819, -0.81924, 8.31303], [-4.90163, 0.53216, 7.22427], [-2.94730, -0.08630, 10.40319], [-1.61134, -0.73273, 9.44007], [-3.15770, -1.55570, 9.42982], [-0.98808, -0.27261, 5.87416], [-2.25795, -0.17265, 4.63961], [-2.62050, -0.86627, 6.20063], [-0.67854, 2.23889, 5.47239], [-2.13921, 3.23427, 5.42223], [-1.93151, 1.96953, 4.24810]]}